(1)
C19H20CsF3N6O10 | ωB97M-V/def2-TZVPD

LUMO: 3.846 eV
charge: -2

Geometry (Å):
Cs1 0.4707 -0.2184 1.6641
O1 2.8946 0.8779 1.5766
C1 3.2931 -0.2516 1.2137
O2 2.9446 -1.3373 1.7119
C2 4.1857 -0.2995 -0.0132
C3 5.5335 -0.1926 0.0752
C4 6.3180 -0.2437 -1.1029
C5 5.7305 -0.4024 -2.3387
C6 4.3455 -0.5087 -2.4297
C7 3.4733 -0.4572 -1.2762
O3 2.2325 -0.5429 -1.2774
N1 3.8315 -0.6884 -3.7524
O4 2.6257 -0.7281 -3.9446
O5 4.6323 -0.7429 -4.6900
N2 7.7356 -0.1312 -1.0195
O6 8.4016 -0.1679 -2.0534
O7 8.2510 0.0173 0.0850
H1 6.0151 -0.0670 1.0327
H2 6.3339 -0.4467 -3.2300
N3 -1.4471 1.4774 -2.6928
C8 -1.6401 0.3951 -3.6445
C9 -0.5918 -0.7222 -3.5979
N4 -0.4379 -1.3097 -2.2678
H3 -0.4959 1.8222 -2.7903
H4 -1.5160 1.0945 -1.7520
H5 -1.6341 0.8166 -4.6580
H6 -2.6451 -0.0121 -3.4815
H7 0.3646 -0.3071 -3.9250
H8 -0.8626 -1.4912 -4.3343
H9 0.5120 -1.1509 -1.9382
H10 -0.5935 -2.3073 -2.2972
C10 -2.4107 3.1115 4.1526
C11 -2.7544 3.4122 2.7059
O8 -2.6704 4.5435 2.2400
N5 -3.1670 2.3532 1.9956
C12 -3.4949 2.4872 0.5930
C13 -3.9733 1.1523 0.0975
C14 -5.3217 0.8188 0.0917
C15 -5.6918 -0.4735 -0.2456
C16 -4.6987 -1.3820 -0.5726
C17 -3.3784 -0.9486 -0.5623
N6 -3.0256 0.2829 -0.2361
H11 -1.4479 3.5677 4.3799
H12 -2.3761 2.0443 4.3582
H13 -3.1629 3.5788 4.7886
H14 -3.2552 1.4398 2.4466
H15 -2.6121 2.7860 0.0190
H16 -4.2570 3.2618 0.4596
H17 -6.0542 1.5598 0.3785
H18 -6.7338 -0.7661 -0.2351
H19 -4.9228 -2.4079 -0.8302
H20 -2.5585 -1.5991 -0.8410
F1 -2.9247 -2.7286 4.7777
C18 -3.1107 -2.4497 3.4638
F2 -2.2845 -3.2612 2.7843
F3 -4.3651 -2.8502 3.1647
C19 -2.8728 -0.9205 3.1859
O9 -3.8824 -0.2099 3.2433
O10 -1.7055 -0.6017 2.9629

***

(2)
C19H20F4N | ωB97M-V/def2-TZVPD

LUMO: -2.963 eV
SMILES: CC1(C)CCC[N@@H+]1C(c1cc(F)cc(F)c1)c1cc(F)cc(F)c1
charge: +1

Geometry (Å):
F1 -3.1235 2.5065 1.7099
C1 -2.8701 1.1535 1.8182
C2 -3.8409 0.2658 1.3757
C3 -3.5189 -1.0822 1.4727
F2 -4.4860 -2.0058 1.1278
C4 -2.2701 -1.5413 1.9065
C5 -1.3327 -0.6170 2.3849
C6 -0.0112 -1.1251 2.9651
C7 1.2423 -0.6845 2.1888
C8 2.2647 -1.6192 1.9714
C9 3.5305 -1.1625 1.6228
F3 4.5775 -2.0597 1.6025
C10 3.8033 0.1672 1.3148
C11 2.6962 1.0170 1.3286
F4 2.9092 2.3413 1.0081
C12 1.4026 0.5948 1.6537
C13 -1.6323 0.7489 2.3313
H1 -4.8040 0.6076 0.9973
H2 -2.0490 -2.6103 1.9153
H3 -0.0578 -2.2234 2.9276
H4 2.0816 -2.6830 2.1300
H5 4.8041 0.5167 1.0710
H6 0.5652 1.2734 1.4960
H7 -0.9478 1.5142 2.7026
C14 2.2092 -0.0325 5.2843
C15 1.2554 -1.2339 5.3250
C16 1.9752 -2.5413 5.0279
C17 0.5306 -1.3718 6.6646
C18 -0.7752 -0.5796 6.5565
C19 -1.2021 -0.5848 5.1148
N1 0.0987 -0.7486 4.3492
H8 3.0141 -0.1431 6.0189
H9 2.6494 0.0483 4.2771
H10 1.6652 0.8965 5.5231
H11 2.7803 -2.6725 5.7734
H12 1.3222 -3.4221 5.1316
H13 2.4802 -2.5770 4.0627
H14 0.3245 -2.4298 6.9059
H15 1.1573 -0.9877 7.4818
H16 -1.5681 -1.0371 7.1475
H17 -0.5969 0.4415 6.9339
H18 -1.8671 -1.3986 4.8013
H19 -1.6670 0.3726 4.8550
H20 0.3373 0.2568 4.2977

***

(3)
C19H20N2O3S | ωB97M-V/def2-TZVPD

LUMO: 0.538 eV
SMILES: Cc1ccccc1OCCSc1nc2ccccc2n1CCC(=O)O
charge: 0

Geometry (Å):
C1 -0.5441 2.1710 -0.5836
C2 0.9142 2.0420 -0.2627
C3 1.4766 2.7951 0.7530
C4 2.8182 2.6853 1.0747
C5 3.6142 1.8103 0.3630
C6 3.0747 1.0431 -0.6554
C7 1.7267 1.1443 -0.9693
O1 1.1000 0.4275 -1.9597
C8 1.8277 -0.5041 -2.7191
C9 2.0894 -1.8191 -1.9851
H1 2.6218 -1.6670 -1.0477
H2 2.6208 -2.5155 -2.6311
S1 0.5135 -2.6102 -1.5284
C10 0.2314 -1.7185 -0.0559
N1 1.1746 -1.2226 0.6902
C11 0.5199 -0.5804 1.7106
C12 1.0283 0.1449 2.7797
C13 0.1218 0.7074 3.6535
C14 -1.2550 0.5600 3.4788
C15 -1.7815 -0.1616 2.4252
C16 -0.8774 -0.7295 1.5435
N2 -1.0340 -1.4835 0.4004
C17 -2.2476 -1.9046 -0.2424
H3 -3.0506 -1.8988 0.4990
H4 -2.1029 -2.9241 -0.6111
C18 -2.6247 -0.9829 -1.4081
C19 -3.4209 0.2172 -0.9544
O2 -3.9977 0.3189 0.0941
O3 -3.4449 1.1706 -1.8898
H5 -3.9675 1.9316 -1.5910
H6 -1.7341 -0.6374 -1.9349
H7 -3.2442 -1.5248 -2.1256
H8 -2.8468 -0.2539 2.2820
H9 -1.9269 1.0254 4.1846
H10 0.4824 1.2819 4.4940
H11 2.0923 0.2624 2.9033
H12 2.7794 -0.0805 -3.0668
H13 1.1975 -0.6991 -3.5937
H14 3.7219 0.3652 -1.1894
H15 4.6640 1.7125 0.5972
H16 3.2353 3.2788 1.8741
H17 0.8453 3.4774 1.3038
H18 -1.1218 1.4916 0.0443
H19 -0.8874 3.1839 -0.3844
H20 -0.7314 1.9246 -1.6255

***

(4)
C19H20N2O3S | ωB97M-V/def2-TZVPD

LUMO: 0.289 eV
SMILES: C[C@@H]1Cc2ccccc2N1S(=O)(=O)c1cccc(C(=O)NC2CC2)c1
charge: 0

Geometry (Å):
C1 3.6455 -3.1308 0.0551
H1 4.5708 -3.3652 -0.4650
C2 2.6549 -2.4851 -0.9064
N1 1.3929 -2.2308 -0.1836
C3 1.4423 -0.8833 0.2161
C4 0.6704 -0.2749 1.1877
C5 0.8676 1.0812 1.4250
C6 1.8128 1.8003 0.7128
C7 2.6108 1.1723 -0.2377
C8 2.4288 -0.1723 -0.4729
C9 3.1374 -1.1076 -1.4048
H2 4.2217 -1.0166 -1.3509
H3 2.8173 -0.9259 -2.4332
H4 3.3618 1.7295 -0.7772
H5 1.9494 2.8534 0.9096
H6 0.2803 1.5704 2.1889
H7 -0.0491 -0.8358 1.7626
S1 0.0894 -2.5953 -1.2301
O1 0.0574 -4.0186 -1.3604
O2 0.2235 -1.8104 -2.4264
C10 -1.3294 -2.0144 -0.3154
C11 -1.6955 -0.6941 -0.4838
C12 -2.7337 -0.1747 0.2814
C13 -3.4177 -1.0146 1.1568
C14 -3.0489 -2.3419 1.3000
C15 -1.9805 -2.8464 0.5732
H8 -1.6515 -3.8688 0.6671
H9 -3.5870 -2.9810 1.9832
H10 -4.2409 -0.6039 1.7219
C16 -3.1358 1.2662 0.1944
O3 -4.2880 1.6350 0.3012
N2 -2.0910 2.1054 0.0126
C17 -2.2424 3.5189 -0.0908
C18 -1.2822 4.4204 0.6259
C19 -1.2331 4.3024 -0.8707
H11 -1.5765 5.1317 -1.4683
H12 -0.4051 3.7631 -1.3062
H13 -1.6627 5.3303 1.0621
H14 -0.4869 3.9623 1.1935
H15 -3.2887 3.7893 -0.1394
H16 -1.1485 1.7432 0.0124
H17 -1.1768 -0.1102 -1.2286
H18 2.4347 -3.1704 -1.7276
H19 3.8588 -2.4543 0.8800
H20 3.2233 -4.0481 0.4556

***

HOMO, record by record: -2.8, -12.8, -7.9, -8.9 eV
Frontier orbital gap, record by record: 6.690, 9.835, 8.463, 9.238 eV